Entry 1:
Here is a 10-piece molecular cluster, C53H101N3O21 overall from the OMol25 dataset. Energies are from the ωB97M-V functional and the def2-TZVPD basis.

SMILES: CCC[C@H](C)[C@](C#N)(CCCCNC(C)=O)[C@](O)(C#N)OCC.CCOC(C)=O.CCOC(C)=O.CCOC(C)=O.CCOC(C)=O.CCOC(C)=O.CCOC(C)=O.CCOC(C)=O.CCOC(C)=O.CCOC(C)=O
LUMO energy in eV: 0.4

Each line ends with the Löwdin charge.
Positions of all 178 atoms, in Å:
C1 -0.80494 -2.48433 -2.81358  -0.11
C2 -0.50582 -0.95483 -2.38160  -0.24
C3 0.98861 -0.44670 -2.75161  -0.18
C4 1.47900 0.65952 -1.68047  -0.27
C5 2.21767 1.82811 -2.56205  -0.10
C6 2.45605 0.09756 -0.52699  -0.22
C7 3.97381 0.32174 -1.08207  -0.15
N1 5.07662 0.32502 -1.59602  0.17
C8 2.30503 -1.46921 -0.20590  -0.11
C9 3.39015 -2.02043 0.88940  -0.15
C10 3.31236 -3.66123 0.90615  -0.15
C11 4.71443 -4.30789 0.36041  -0.20
N2 4.66069 -4.57986 -1.12685  0.02
C12 5.89504 -3.98391 -1.71692  -0.41
C13 5.83159 -2.76344 -2.77403  -0.03
O1 7.02488 -4.45572 -1.35176  -0.02
C14 2.37993 1.02025 0.83239  -0.39
O2 1.88834 2.36990 0.53734  -0.03
C15 3.89580 1.24558 1.37796  -0.08
N3 4.88170 1.47581 2.05296  0.17
O3 1.52079 0.36900 1.78001  -0.10
C16 1.52966 1.02753 3.07815  -0.21
C17 2.23715 0.15096 4.25415  -0.07
H1 0.11358 -2.94815 -3.32015  0.07
H2 -1.67026 -2.54568 -3.60073  0.07
H3 -1.18333 -3.05926 -1.89540  0.08
H4 -0.77556 -0.72119 -1.27496  0.10
H5 -1.23904 -0.29786 -3.00210  0.11
H6 0.88175 0.12079 -3.76178  0.12
H7 1.73652 -1.29137 -2.94720  0.10
H8 0.51134 1.12911 -1.23926  0.14
H9 2.90323 1.39734 -3.37000  0.09
H10 2.69673 2.63822 -1.90654  0.08
H11 1.34735 2.35610 -3.12756  0.09
H12 2.45276 -2.15600 -1.12729  0.11
H13 1.27254 -1.69633 0.25648  0.14
H14 3.14094 -1.68617 1.95429  0.09
H15 4.47223 -1.76713 0.61269  0.11
H16 3.23206 -3.97848 2.00576  0.11
H17 2.47592 -4.06532 0.23773  0.09
H18 5.63448 -3.68579 0.67328  0.12
H19 4.85822 -5.34786 0.86205  0.12
H20 3.86017 -4.02959 -1.50537  0.09
H21 6.47849 -1.90491 -2.38196  0.08
H22 6.19598 -3.19106 -3.78498  0.09
H23 4.71615 -2.46738 -2.87369  0.06
H24 0.90944 2.27280 0.70365  0.13
H25 0.41585 1.11571 3.40060  0.14
H26 1.94093 2.09513 3.07816  0.11
H27 2.81601 0.81409 5.00998  0.08
H28 1.38972 -0.33691 4.88313  0.08
H29 2.88355 -0.70693 3.86012  0.06
C18 1.72946 7.04036 3.17804  -0.06
C19 1.78013 6.83368 4.67867  -0.22
O4 1.34882 5.50888 5.03042  -0.01
C20 2.15533 4.42978 5.06069  -0.51
C21 3.50500 4.51390 4.40580  0.02
O5 1.76051 3.38846 5.54047  0.08
H30 2.40735 6.36260 2.65508  0.07
H31 2.00109 8.06705 2.92216  0.08
H32 0.72388 6.83759 2.79925  0.08
H33 2.76465 7.05177 5.09964  0.12
H34 1.07990 7.52039 5.15901  0.12
H35 3.42228 4.18546 3.36723  0.09
H36 4.18873 3.84826 4.93864  0.10
H37 3.95238 5.50464 4.44652  0.07
C22 -6.05008 -4.94660 -0.75044  -0.07
C23 -4.69096 -4.27803 -0.79746  -0.23
O6 -4.11363 -4.38082 -2.10911  0.00
C24 -4.34439 -3.51690 -3.11541  -0.52
C25 -5.49532 -2.55794 -2.99790  0.01
O7 -3.67960 -3.56872 -4.13148  0.07
H38 -6.76093 -4.46162 -1.42321  0.07
H39 -6.45776 -4.91810 0.26284  0.08
H40 -5.97283 -5.98939 -1.06919  0.08
H41 -4.72186 -3.23845 -0.46059  0.11
H42 -4.01150 -4.80127 -0.12219  0.11
H43 -6.38684 -3.01071 -3.43643  0.10
H44 -5.24480 -1.64959 -3.55177  0.09
H45 -5.70293 -2.24350 -1.97740  0.07
C26 2.99707 -8.53088 3.29541  -0.06
C27 1.60171 -7.93996 3.27550  -0.22
O8 1.54855 -6.77403 2.43686  0.00
C28 1.33370 -6.80430 1.10811  -0.50
C29 1.45710 -8.11356 0.38307  0.01
O9 1.12140 -5.77578 0.50222  0.07
H46 3.30535 -8.86847 2.30382  0.07
H47 3.04478 -9.38040 3.98057  0.08
H48 3.72481 -7.77962 3.61502  0.08
H49 0.84190 -8.66843 2.98515  0.10
H50 1.34002 -7.60462 4.28161  0.12
H51 2.48278 -8.23229 0.02627  0.10
H52 0.77854 -8.09623 -0.47459  0.10
H53 1.16863 -8.97821 0.98163  0.03
C30 -3.13356 -12.13423 -0.55577  -0.06
C31 -2.64192 -10.70481 -0.44552  -0.22
O10 -1.80666 -10.53548 0.71210  0.01
C32 -0.48374 -10.77579 0.73621  -0.51
C33 0.13378 -11.55245 -0.39121  0.02
O11 0.17903 -10.43505 1.69447  0.05
H54 -2.30683 -12.83576 -0.68562  0.07
H55 -3.81493 -12.24181 -1.40276  0.08
H56 -3.65818 -12.42822 0.35743  0.08
H57 -2.13337 -10.36457 -1.35081  0.12
H58 -3.49747 -10.04108 -0.30418  0.12
H59 0.12977 -12.61503 -0.14012  0.10
H60 1.16685 -11.21716 -0.51554  0.10
H61 -0.35372 -11.39648 -1.35101  0.08
C34 -7.21104 -8.60852 3.58215  -0.07
C35 -5.92139 -9.21468 3.06601  -0.23
O12 -5.45150 -8.51246 1.90418  -0.01
C36 -4.67768 -7.41025 1.94372  -0.51
C37 -4.53338 -6.67187 3.24422  0.02
O13 -4.17399 -6.98374 0.92790  0.09
H62 -7.07004 -7.57404 3.90186  0.07
H63 -7.59401 -9.18319 4.42861  0.08
H64 -7.96848 -8.59618 2.79375  0.09
H65 -5.14572 -9.26826 3.83389  0.12
H66 -6.11078 -10.24153 2.74626  0.12
H67 -5.30411 -5.90086 3.30738  0.10
H68 -3.54896 -6.19738 3.26351  0.10
H69 -4.57843 -7.31360 4.12144  0.07
C38 0.12563 5.00407 -0.70258  -0.06
C39 -0.78131 5.76030 -1.65327  -0.24
O14 -2.03863 5.08177 -1.81201  0.00
C40 -3.09823 5.24433 -0.99697  -0.52
C41 -2.89550 5.92274 0.32849  0.01
O15 -4.17570 4.78013 -1.29894  0.09
H70 -0.30376 4.94198 0.30038  0.06
H71 1.10083 5.49147 -0.63192  0.09
H72 0.27009 3.97671 -1.04958  0.06
H73 -0.92985 6.79954 -1.35500  0.11
H74 -0.32163 5.78638 -2.64053  0.11
H75 -2.66912 5.17024 1.08674  0.10
H76 -3.82198 6.43592 0.59809  0.09
H77 -2.11838 6.68412 0.31807  0.07
C42 0.18854 8.46912 -7.72167  -0.06
C43 0.84292 7.59217 -6.67313  -0.22
O16 0.42691 7.97244 -5.35068  0.00
C44 -0.68427 7.51625 -4.74372  -0.51
C45 -1.72572 6.81562 -5.56877  0.02
O17 -0.87091 7.73928 -3.56615  0.07
H78 -0.89825 8.36279 -7.71447  0.07
H79 0.55468 8.21390 -8.71902  0.09
H80 0.40477 9.52294 -7.52637  0.05
H81 0.67052 6.52719 -6.84881  0.11
H82 1.92458 7.73942 -6.70697  0.12
H83 -2.45220 7.54752 -5.92735  0.10
H84 -2.23517 6.08590 -4.93352  0.09
H85 -1.31829 6.25597 -6.40790  0.07
C46 4.54644 11.88179 -6.49887  -0.07
C47 3.63907 12.63638 -7.44984  -0.23
O18 2.38210 11.95935 -7.60787  0.00
C48 1.32243 12.12351 -6.79202  -0.51
C49 1.52561 12.80182 -5.46707  0.01
O19 0.24466 11.65982 -7.09384  0.09
H86 4.11796 11.82118 -5.49639  0.07
H87 5.52146 12.36964 -6.42957  0.08
H88 4.69077 10.85458 -6.84451  0.08
H89 3.49068 13.67717 -7.15162  0.11
H90 4.09889 12.66145 -8.43998  0.12
H91 1.75138 12.04911 -4.70891  0.10
H92 0.59949 13.31568 -5.19758  0.10
H93 2.30321 13.56260 -5.47731  0.07
C50 -0.74072 3.17482 7.18866  -0.07
C51 -1.59704 4.37058 6.82615  -0.22
O20 -2.93839 3.96578 6.50385  0.00
C52 -3.91978 3.79720 7.41068  -0.53
C53 -3.55549 3.71936 8.86657  0.00
O21 -5.06363 3.63353 7.04703  0.09
H94 -1.11569 2.66614 8.07992  0.07
H95 0.28927 3.48264 7.37357  0.07
H96 -0.74813 2.44123 6.37855  0.08
H97 -1.59416 5.14005 7.60260  0.11
H98 -1.19456 4.83903 5.92557  0.11
H99 -3.38487 2.67600 9.13911  0.10
H100 -4.39114 4.11099 9.45214  0.09
H101 -2.68864 4.31911 9.13549  0.07

=====

Entry 2:
Here is C53H102F6O49Rb2 as an isolated structure from the OMol25 dataset. Energies are from the ωB97M-V functional and the def2-TZVPD basis.

LUMO energy in eV: 0.2

Each line ends with the Löwdin charge.
Positions of all 212 atoms, in Å:
Rb1 -0.74578 3.30578 -3.02245  0.81
Rb2 -0.80790 2.62482 1.17358  0.85
C1 0.25067 -0.06742 -0.76252  -0.37
O1 -0.32228 -0.06469 0.56807  -0.22
O2 0.56737 1.31998 -1.07523  -0.37
C2 1.24256 -1.26332 -0.88051  -0.51
F1 0.65730 -2.49768 -0.62146  0.08
F2 1.67905 -1.44949 -2.14432  0.12
F3 2.37425 -1.22128 -0.21132  0.17
C3 -0.83887 -1.22529 1.22035  -0.22
C4 -1.87439 -0.72869 2.29127  -0.02
H1 -2.13488 -1.55558 2.95196  0.06
H2 -1.36050 -0.03417 2.95583  0.05
H3 -2.75041 -0.22805 1.87891  0.07
H4 -0.01484 -1.80727 1.63311  0.10
H5 -1.29248 -1.93191 0.52534  0.10
H6 -0.56619 -0.40891 -1.39830  0.13
C5 -3.72919 3.88320 -0.51252  -0.46
O3 -3.75429 3.56079 0.86235  -0.19
O4 -2.41459 4.29294 -0.80409  -0.37
C6 -4.43838 2.81052 -1.43917  -0.54
F4 -4.08932 1.55826 -1.08534  0.13
F5 -5.80662 2.83839 -1.48915  0.11
F6 -4.16121 2.86383 -2.71544  0.15
C7 -4.95590 3.27237 1.53906  -0.23
C8 -4.55523 2.88162 2.99389  -0.04
H7 -3.53158 2.50819 3.02168  0.05
H8 -4.46487 3.73320 3.66823  0.07
H9 -5.15139 2.09949 3.46399  0.06
H10 -5.39183 2.38207 1.08582  0.11
H11 -5.62504 4.13270 1.52559  0.12
H12 -4.38646 4.75231 -0.48561  0.14
C9 0.57843 -0.83581 -5.31206  -0.05
O5 -0.64558 -1.33731 -4.94080  0.01
C10 -1.54922 -0.63827 -4.22536  -0.46
O6 -1.47500 0.55751 -3.78199  -0.02
O7 -2.63397 -1.43797 -4.03768  -0.01
C11 -3.72633 -1.01946 -3.26622  -0.04
H13 0.59307 0.24741 -5.19157  0.09
H14 0.84543 -1.15535 -6.31938  0.11
H15 1.31041 -1.16498 -4.57453  0.08
H16 -4.48775 -1.79491 -3.18261  0.11
H17 -4.15681 -0.10976 -3.68484  0.07
H18 -3.39003 -0.80851 -2.25109  0.09
C12 -3.81384 -5.11897 3.21694  -0.01
O8 -4.80186 -4.05665 3.50375  -0.02
C13 -5.22173 -3.28482 2.46421  -0.60
O9 -5.07115 -3.52619 1.24131  0.07
O10 -5.70630 -2.19848 2.92184  0.01
C14 -6.08692 -1.12280 2.02316  0.02
H19 -4.35041 -5.87122 2.63875  0.09
H20 -3.46959 -5.67296 4.09026  0.09
H21 -2.84599 -4.83837 2.80146  0.09
H22 -6.15945 -0.22356 2.63487  0.09
H23 -7.03379 -1.37634 1.54645  0.10
H24 -5.26094 -1.00220 1.32222  0.09
C15 3.21351 3.00313 2.73695  -0.07
O11 3.11647 1.66380 3.10295  -0.02
C16 3.75887 1.24717 4.23773  -0.49
O12 4.61103 1.88490 4.88131  0.10
O13 3.40137 -0.06912 4.41475  -0.03
C17 3.86195 -0.81463 5.56708  -0.04
H25 3.43316 3.62288 3.60630  0.10
H26 2.35690 3.44400 2.22710  0.08
H27 3.94631 3.05038 1.93143  0.10
H28 3.60341 -1.87158 5.50289  0.08
H29 3.41525 -0.51928 6.51646  0.09
H30 4.94352 -0.83499 5.70085  0.09
C18 1.90660 -6.99512 -2.79335  -0.02
O14 1.70281 -7.07353 -1.37666  -0.05
C19 2.01500 -8.14054 -0.66087  -0.54
O15 2.40210 -9.19583 -1.18642  0.09
O16 1.79778 -7.90195 0.66152  0.00
C20 1.03441 -6.74784 1.08878  -0.01
H31 1.11105 -6.42032 -3.26747  0.07
H32 1.86065 -7.99274 -3.23012  0.10
H33 2.81389 -6.43227 -3.01273  0.08
H34 0.07872 -6.74138 0.56464  0.09
H35 1.57479 -5.82390 0.88279  0.07
H36 0.84104 -6.88836 2.15225  0.10
C21 3.48691 -4.62093 -0.86894  -0.07
O17 3.68895 -4.65073 0.47483  0.02
C22 4.64071 -3.88431 0.92970  -0.69
O18 5.37953 -3.29266 0.21889  0.15
O19 4.74327 -3.94995 2.21073  0.02
C23 5.96771 -3.42993 2.79086  0.00
H37 3.37520 -3.61755 -1.27985  0.09
H38 2.42674 -4.86681 -0.92966  0.09
H39 4.09633 -5.29370 -1.47232  0.12
H40 5.74847 -3.27011 3.84656  0.09
H41 6.21856 -2.41546 2.48100  0.09
H42 6.84054 -4.07341 2.68045  0.10
C24 3.18146 2.52664 -2.60850  0.04
O20 3.81978 3.82911 -2.91806  0.01
C25 3.16814 4.92866 -3.15631  -0.57
O21 1.95231 5.11184 -3.02730  0.05
O22 4.12407 5.73791 -3.71368  -0.01
C26 3.72992 7.02821 -4.12695  -0.05
H43 3.99138 1.96520 -2.14276  0.08
H44 2.98441 1.99432 -3.53904  0.08
H45 2.41713 2.58708 -1.83375  0.07
H46 3.03334 6.95914 -4.96248  0.09
H47 4.65947 7.45025 -4.50893  0.10
H48 3.34661 7.65334 -3.32047  0.09
C27 1.72576 -4.74152 -5.41642  -0.02
O23 2.48999 -4.17743 -4.34529  -0.03
C28 3.32581 -3.11476 -4.53919  -0.55
O24 3.65961 -2.59726 -5.68317  0.02
O25 3.88199 -2.78727 -3.44664  0.00
C29 4.99239 -1.88266 -3.30487  0.02
H49 1.21062 -3.90888 -5.89540  0.09
H50 0.99966 -5.43980 -5.00015  0.08
H51 2.37270 -5.29789 -6.09467  0.10
H52 4.78256 -1.02782 -2.66197  0.08
H53 5.28187 -1.38570 -4.23079  0.09
H54 5.86971 -2.40189 -2.91911  0.11
C30 0.76650 5.51271 4.94163  -0.04
O26 0.54318 4.32852 5.65466  0.01
C31 0.40099 3.17639 4.97085  -0.54
O27 0.49776 2.97273 3.75052  0.00
O28 0.21528 2.23586 5.87477  0.02
C32 0.09490 0.84583 5.57049  -0.02
H55 1.51599 5.34762 4.16762  0.09
H56 1.32117 6.19507 5.58569  0.10
H57 -0.17671 5.97368 4.64842  0.10
H58 -0.20455 0.42599 6.53078  0.10
H59 0.90516 0.34235 5.04314  0.09
H60 -0.79225 0.61877 4.97931  0.07
C33 -1.98468 -4.53558 -1.11649  -0.06
O29 -3.21360 -5.08763 -1.40566  0.00
C34 -3.56067 -6.25360 -0.83443  -0.56
O30 -2.90445 -6.88033 0.01613  0.08
O31 -4.70444 -6.62610 -1.35766  0.02
C35 -5.33480 -7.73154 -0.79045  -0.05
H61 -1.18556 -5.26074 -1.27035  0.09
H62 -2.01857 -4.12936 -0.10558  0.09
H63 -1.83308 -3.74378 -1.85009  0.10
H64 -5.95488 -7.54752 0.08690  0.10
H65 -4.53687 -8.45354 -0.61693  0.09
H66 -5.91991 -8.18275 -1.59178  0.10
C36 -2.15862 -3.02309 5.53353  -0.04
O32 -1.28908 -3.85711 4.71780  -0.04
C37 -0.10939 -3.30661 4.21055  -0.50
O33 0.18202 -2.11712 4.39066  0.09
O34 0.56395 -4.24031 3.52712  0.01
C38 1.88633 -3.94978 3.04521  -0.03
H67 -3.18678 -3.36994 5.63689  0.08
H68 -2.22130 -2.02263 5.10546  0.06
H69 -1.71918 -2.75580 6.49454  0.10
H70 2.52189 -3.21903 3.54537  0.09
H71 1.75847 -3.57544 2.02952  0.09
H72 2.40762 -4.90683 3.06558  0.10
C39 0.39600 5.52525 -6.85579  0.00
O35 1.55888 4.72713 -7.15678  0.03
C40 1.91567 3.68008 -6.48039  -0.64
O36 1.31965 3.23441 -5.51437  0.07
O37 2.99507 3.19548 -7.03735  0.04
C41 3.44260 1.91377 -6.59608  -0.01
H73 0.50816 6.36345 -6.16809  0.10
H74 -0.45167 4.92601 -6.52341  0.07
H75 0.04382 5.86226 -7.83073  0.10
H76 2.68551 1.13291 -6.66804  0.09
H77 3.78097 1.91079 -5.55994  0.09
H78 4.20213 1.56154 -7.29403  0.10
C42 -4.00150 1.90976 -5.67333  -0.03
O38 -4.54641 3.24137 -5.87174  -0.01
C43 -3.76183 4.39490 -5.72152  -0.53
O39 -2.57312 4.47203 -5.45505  0.07
O40 -4.58109 5.40606 -5.88239  0.01
C44 -4.25709 6.68410 -5.43023  -0.04
H79 -3.29734 1.96985 -4.84347  0.06
H80 -3.58777 1.40334 -6.54537  0.10
H81 -4.73058 1.18257 -5.31592  0.08
H82 -5.05215 7.38041 -5.69693  0.10
H83 -3.26446 6.90131 -5.82469  0.10
H84 -4.14565 6.72619 -4.34676  0.10
C45 -7.57864 -2.19685 6.44858  -0.01
O41 -6.95611 -0.90743 6.50373  0.05
C46 -5.68143 -0.84435 6.41181  -0.62
O42 -4.92667 -1.80707 6.24459  0.08
O43 -5.22824 0.38945 6.59544  0.02
C47 -3.79882 0.63611 6.67216  -0.02
H85 -7.04149 -2.86403 5.77445  0.09
H86 -8.59147 -2.11763 6.05362  0.10
H87 -7.49281 -2.76486 7.37491  0.10
H88 -3.13380 -0.05471 6.15387  0.07
H89 -3.46771 0.66762 7.71018  0.10
H90 -3.53556 1.63425 6.32217  0.09
C48 8.77828 2.77379 0.34462  0.00
O44 7.63246 2.04125 0.87856  0.03
C49 6.87761 1.29107 0.16288  -0.61
O45 6.88298 1.14015 -1.06108  0.09
O46 5.92781 0.83587 0.99426  0.00
C50 4.82946 0.18512 0.40844  -0.06
H91 8.70853 3.05166 -0.70705  0.09
H92 9.71425 2.22056 0.26729  0.09
H93 8.88506 3.64112 0.99610  0.10
H94 5.05829 -0.40494 -0.47900  0.08
H95 4.17073 1.00884 0.13338  0.09
H96 4.28575 -0.43763 1.11885  0.09
C51 2.13300 7.20494 -0.32947  -0.03
O47 0.85751 7.61617 0.15499  0.00
C52 0.18589 6.73099 0.92783  -0.48
O48 0.63663 5.66561 1.33210  0.08
O49 -1.01958 7.37364 1.22496  0.00
C53 -2.04248 6.74130 1.96598  -0.05
H97 2.60182 6.30293 0.06382  0.09
H98 2.76318 7.98291 0.10150  0.10
H99 2.07181 7.08604 -1.41124  0.08
H100 -1.69060 6.07295 2.75185  0.08
H101 -2.67166 6.14852 1.30201  0.08
H102 -2.77532 7.40942 2.41838  0.10